Below is a molecular structure, C54H36AsN4ORuS6 at a distorted geometry, with properties calculated with ωB97M-V/def2-TZVPD.

Last column: Mulliken charge in e.
CARTESIAN COORDINATES (ANGSTROEM)
1 Ru -0.14 0.26 0.38  0.6960
2 S -3.34 0.96 -4.61  0.0900
3 C -4.15 1.61 -5.96  -0.5356
4 C -3.57 2.76 -6.40  -0.6400
5 C -2.44 3.12 -5.63  -0.7716
6 C -2.18 2.24 -4.61  0.9475
7 C -1.12 2.32 -3.60  0.1229
8 C -1.13 1.45 -2.49  -0.7220
9 N -0.27 1.52 -1.51  1.6769
10 C 0.73 2.42 -1.55  -0.6656
11 C 0.85 3.31 -2.63  0.5512
12 C 1.97 4.22 -2.65  -1.1392
13 C 2.91 4.18 -1.68  -1.1822
14 C 2.82 3.26 -0.58  0.9328
15 C 3.79 3.16 0.42  -0.9387
16 C 3.64 2.26 1.45  0.5646
17 C 2.44 1.51 1.46  -0.4792
18 N 1.51 1.58 0.53  0.9470
19 C 1.69 2.42 -0.50  -0.7183
20 C 4.64 2.06 2.49  0.2681
21 C 5.82 2.74 2.68  -0.5056
22 C 6.58 2.24 3.76  -0.6166
23 C 5.98 1.18 4.37  -0.4339
24 S 4.49 0.78 3.64  0.0272
25 C -0.11 3.25 -3.65  -0.8777
26 H -5.03 1.11 -6.35  0.4929
27 H -3.93 3.33 -7.24  0.4295
28 H -1.86 4.01 -5.81  0.4720
29 H -1.90 0.69 -2.39  0.0472
30 H 2.05 4.92 -3.47  0.4819
31 H 3.77 4.83 -1.72  0.4581
32 H 4.68 3.79 0.37  0.3968
33 H 2.24 0.84 2.29  0.0622
34 H 6.13 3.59 2.08  0.3588
35 H 7.54 2.64 4.06  0.4022
36 H 6.33 0.60 5.21  0.4324
37 H -0.03 3.92 -4.49  0.4767
38 S 1.40 -1.58 0.77  -0.4194
39 C 1.12 -1.58 2.45  0.8827
40 S 0.09 -0.32 2.99  -0.3754
41 C 1.68 -2.53 3.28  0.6410
42 C 1.33 -2.61 4.66  -0.1425
43 N 1.04 -2.70 5.77  -0.5737
44 C 2.58 -3.52 2.77  -0.1584
45 N 3.31 -4.31 2.38  -0.5696
46 S -2.14 -1.02 0.53  -0.3453
47 C -2.91 -0.42 2.00  0.8803
48 C -3.57 -1.30 2.85  -0.8974
49 C -4.10 -0.85 4.05  -0.7323
50 C -3.99 0.49 4.41  -0.8075
51 C -3.36 1.38 3.55  -0.7683
52 C -2.83 0.93 2.35  -0.4003
53 As -1.82 2.02 1.11  2.1570
54 C -1.69 3.70 2.07  -0.0334
55 C -0.51 3.98 2.76  -0.3551
56 C -0.41 5.14 3.51  -0.7042
57 C -1.48 6.02 3.59  -0.5436
58 C -2.65 5.74 2.90  -0.7124
59 C -2.76 4.59 2.14  -0.3891
60 C -3.17 2.48 -0.21  0.0488
61 C -4.30 1.69 -0.41  -0.5863
62 C -5.21 2.03 -1.40  -0.8598
63 C -5.00 3.15 -2.20  -0.5018
64 C -3.87 3.94 -2.01  -0.8695
65 C -2.96 3.60 -1.02  -0.0038
66 H -3.63 -2.35 2.58  0.5052
67 H -4.57 -1.55 4.73  0.3708
68 H -4.38 0.84 5.35  0.3884
69 H -3.27 2.43 3.82  0.3838
70 H 0.32 3.29 2.70  0.2848
71 H 0.51 5.36 4.04  0.4310
72 H -1.40 6.92 4.18  0.3821
73 H -3.49 6.43 2.96  0.4116
74 H -3.68 4.37 1.61  0.4532
75 H -4.46 0.82 0.20  0.4267
76 H -6.09 1.41 -1.55  0.4211
77 H -5.72 3.41 -2.97  0.4268
78 H -3.71 4.81 -2.63  0.3697
79 H -2.07 4.21 -0.86  0.5089
80 O -0.21 -1.16 -1.69  0.1621
81 S 0.71 -2.18 -2.29  -0.1871
82 C 0.56 -1.92 -4.07  0.4523
83 C 1.70 -2.00 -4.85  -0.2530
84 C 1.59 -1.77 -6.22  -0.6706
85 C 0.36 -1.47 -6.78  -0.5516
86 C -0.78 -1.40 -5.98  -0.6066
87 C -0.68 -1.62 -4.62  -0.4750
88 C -0.21 -3.73 -2.29  0.8199
89 C 0.40 -4.87 -2.81  -0.5191
90 C -0.34 -6.04 -2.90  -0.6316
91 C -1.66 -6.06 -2.48  -0.4635
92 C -2.24 -4.93 -1.93  -0.9125
93 C -1.52 -3.75 -1.84  0.1002
94 H 2.65 -2.24 -4.40  0.4775
95 H 2.47 -1.83 -6.85  0.4158
96 H 0.28 -1.29 -7.84  0.3992
97 H -1.74 -1.17 -6.42  0.4437
98 H -1.55 -1.57 -3.97  0.4630
99 H 1.43 -4.83 -3.14  0.4199
100 H 0.12 -6.93 -3.32  0.3930
101 H -2.24 -6.97 -2.57  0.3864
102 H -3.27 -4.95 -1.59  0.4576
103 H -1.95 -2.85 -1.41  0.1463

Values from the calculation:
- orbital gap (alpha / beta) (eV) = 5.893 / 5.808
- E_LUMO (alpha / beta) (eV) = -1.130 / -1.123
- energy (eV) = -193023.125
- ΔE to the lowest compared entry with this formula, charge and spin (kcal/mol) = 44.1
- 2S+1 = 2
- ⟨S²⟩ = 0.76

Below is a molecular structure, C16H8B3Br4O26V at a distorted geometry, with properties calculated with ωB97M-V/def2-TZVPD.

Last column: Mulliken charge in e.
CARTESIAN COORDINATES (ANGSTROEM)
1 O 17.22 -9.74 -7.22  -0.6579
2 V 18.18 -11.04 -7.30  1.5808
3 O 18.52 -11.48 -5.85  -0.4640
4 O 23.28 -15.20 -9.89  -0.5978
5 C 22.12 -15.08 -10.11  0.6064
6 O 21.13 -15.29 -9.24  -0.6008
7 B 19.89 -14.79 -9.83  1.0447
8 O 20.16 -14.56 -11.27  -0.4520
9 C 21.49 -14.62 -11.43  0.5992
10 O 22.11 -14.19 -12.35  -0.5696
11 O 19.34 -13.57 -9.18  -0.1461
12 C 18.32 -13.92 -8.46  0.8416
13 O 17.63 -13.17 -7.79  -0.6454
14 C 17.95 -15.38 -8.81  0.2105
15 O 18.81 -15.81 -9.70  -0.5241
16 O 17.14 -16.00 -8.20  -0.5982
17 O 22.51 -9.08 -12.94  -0.6341
18 C 21.34 -9.22 -12.80  0.6453
19 O 20.71 -10.32 -12.41  -0.4636
20 B 19.28 -10.05 -12.26  1.0737
21 O 19.10 -8.70 -12.82  -0.6591
22 C 20.28 -8.13 -13.03  0.5156
23 O 20.45 -7.02 -13.40  -0.6060
24 O 18.91 -10.07 -10.81  0.3344
25 C 17.89 -10.86 -10.65  0.5454
26 O 17.36 -11.14 -9.59  -0.7251
27 C 17.63 -11.59 -11.98  0.4063
28 O 18.47 -11.11 -12.88  -0.5681
29 O 16.89 -12.52 -12.09  -0.6269
30 O 22.38 -4.89 -10.43  -0.6169
31 C 22.31 -5.81 -9.68  0.5531
32 O 21.87 -7.03 -10.00  -0.3014
33 B 22.08 -7.92 -8.87  1.3681
34 O 22.48 -7.08 -7.74  -0.6868
35 C 22.68 -5.84 -8.18  0.4368
36 O 23.11 -4.94 -7.53  -0.6273
37 O 20.84 -8.67 -8.42  -0.1915
38 C 21.05 -9.94 -8.55  0.7735
39 O 20.30 -10.81 -8.15  -0.5558
40 C 22.44 -10.18 -9.14  0.2260
41 O 23.02 -8.99 -9.22  -0.5886
42 O 22.88 -11.21 -9.52  -0.5788
43 Br 19.39 -6.57 -2.46  -0.1953
44 C 20.48 -7.92 -3.30  -0.7067
45 C 20.73 -7.70 -4.77  -0.6246
46 Br 19.15 -7.87 -5.88  -0.0820
47 H 20.11 -8.90 -3.03  0.3960
48 H 21.46 -7.84 -2.83  0.4529
49 H 21.41 -8.48 -5.11  0.2841
50 H 21.18 -6.72 -4.90  0.4360
51 Br 15.63 -6.09 -7.31  -0.2123
52 C 16.65 -6.40 -8.96  -0.2605
53 C 17.90 -5.56 -9.02  -0.1162
54 Br 18.79 -5.76 -10.74  -0.1505
55 H 16.02 -6.26 -9.83  0.4527
56 H 16.89 -7.46 -8.88  -0.1157
57 H 18.59 -5.97 -8.29  -0.0645
58 H 17.72 -4.52 -8.79  0.4310

Values from the calculation:
- orbital gap (eV) = 8.040
- E_LUMO (eV) = 2.577
- energy (eV) = -377865.500
- total charge = -2
- ΔE to the lowest compared entry with this formula, charge and spin (kcal/mol) = 25.4

Below is 2 unconnected molecules or ions with the total composition C2H6O2 at a distorted geometry, with properties calculated with ωB97M-V/def2-TZVPD.

Last column: Mulliken charge in e.
CARTESIAN COORDINATES (ANGSTROEM)
1 O 1.39 -0.65 3.64  -0.4578
2 C 1.55 -0.35 2.50  0.2658
3 O 0.88 0.70 1.92  -0.4308
4 H 2.12 -0.85 1.70  0.2998
5 H 0.67 1.33 2.63  0.3231
6 C -2.98 0.09 -6.37  -0.9246
7 H -3.96 0.36 -6.78  0.2362
8 H -2.80 0.41 -5.35  0.2163
9 H -2.39 0.55 -7.15  0.2440
10 H -2.81 -0.98 -6.45  0.2281

Values from the calculation:
- orbital gap (eV) = 12.035
- E_LUMO (eV) = 0.872
- energy (eV) = -6265.983
- ΔE to the lowest compared entry with this formula, charge and spin (kcal/mol) = 6.3

Below is 2 unconnected molecules or ions with the total composition C2H4FPS at a distorted geometry, with properties calculated with ωB97M-V/def2-TZVPD.

Last column: Mulliken charge in e.
CARTESIAN COORDINATES (ANGSTROEM)
1 C 1.54 -0.25 0.12  0.3149
2 C -1.12 -0.05 0.54  -0.8394
3 F 1.11 -1.56 0.25  -0.2184
4 P 0.29 1.00 0.12  0.0027
5 S 3.09 0.06 -0.32  -0.1805
6 H -0.96 -1.04 0.13  0.3425
7 H -2.00 0.43 -0.10  0.2783
8 H -1.41 0.04 1.59  0.2946
9 H -0.54 1.37 -2.32  0.0054

Values from the calculation:
- orbital gap (alpha / beta) (eV) = 7.344 / 7.493
- E_LUMO (alpha / beta) (eV) = -2.113 / -1.378
- energy (eV) = -24975.814
- ΔE to the lowest compared entry with this formula, charge and spin (kcal/mol) = 72.5